# 1
{"formula": "C23H35ClLaN2O4", "method": "ωB97M-V with the def2-TZVPD basis set", "charge": -1, "multiplicity": 1, "homo_ev": [-1.300, -1.308], "e_tot_ha": -1799.35303, "gap_ev": [3.01, 3.02], "species": ["La", "Cl", "O", "O", "O", "O", "N", "N", "C", "C", "C", "C", "C", "C", "C", "C", "C", "C", "C", "C", "C", "C", "C", "C", "C", "C", "C", "C", "C", "C", "C", "H", "H", "H", "H", "H", "H", "H", "H", "H", "H", "H", "H", "H", "H", "H", "H", "H", "H", "H", "H", "H", "H", "H", "H", "H", "H", "H", "H", "H", "H", "H", "H", "H", "H", "H"], "coordinates": [[1.30972, 1.39756, -2.71657], [4.22396, 1.82732, -2.57074], [3.73775, 0.45532, -2.75419], [3.58494, 2.28074, -1.34667], [5.59482, 1.96163, -2.50375], [3.54402, 2.55654, -3.63561], [1.15871, 0.75526, -0.05183], [0.09594, -0.87226, -1.97263], [-3.01303, -4.97264, -2.05909], [-3.61633, -3.71075, 0.03350], [-0.13444, 3.56417, -2.13176], [-1.67314, -5.25926, 0.00554], [-0.97143, -2.26538, -0.31006], [-1.21364, -2.81598, -2.60413], [1.27651, 0.94030, 5.07616], [0.21964, -0.57270, 1.72429], [0.53766, -0.07437, 4.19225], [-1.55834, -3.09493, -1.24917], [-0.75309, 5.74801, -1.11885], [-0.38593, -1.73390, -2.89273], [0.77319, 0.23349, 2.71462], [0.43685, -0.33056, 0.34271], [-0.96920, -0.03984, 4.50245], [-0.14272, -1.17893, -0.67824], [-2.47540, -4.25900, -0.82466], [0.23280, 4.58434, -1.11240], [0.86239, 0.85572, -4.87716], [1.74260, 1.50090, 0.90546], [1.03731, -1.49240, 4.49782], [1.63000, 5.10985, -1.35349], [1.60152, 1.29415, 2.26791], [-3.28323, -3.35339, 1.01407], [-4.11170, -2.86494, -0.47628], [-2.27561, -6.14503, 0.23466], [-0.09548, -1.54598, -3.91434], [-3.67747, -5.81535, -1.78568], [2.11028, -1.60128, 4.24309], [-1.32533, -4.85478, 0.96752], [0.93601, 1.96599, 4.84859], [1.74041, 5.49725, -2.38254], [0.46328, -2.24596, 3.93614], [-4.40035, -4.47799, 0.22269], [-1.51320, -0.83259, 3.94948], [2.36879, 2.32892, 0.58292], [-1.14531, -2.42038, 0.73546], [2.05880, 1.98352, 2.95446], [-0.47840, 6.52045, -0.37252], [-2.18853, -5.39628, -2.64671], [-1.42754, 0.92455, 4.20990], [0.16887, 4.09082, -0.10957], [-0.39948, -1.40350, 2.00188], [-0.78179, 6.26481, -2.10005], [-1.10614, 3.05145, -2.01638], [-0.03670, 3.87608, -3.18057], [0.91213, -1.72366, 5.56850], [-0.77072, -5.61808, -0.51143], [1.88123, 5.92972, -0.69001], [-1.62520, -3.38966, -3.43401], [-1.15627, -0.17957, 5.56991], [1.79536, 1.18030, -5.38656], [-1.78642, 5.44167, -0.89433], [1.03468, 0.74922, 6.13362], [2.40828, 4.34311, -1.24965], [2.38054, 0.90206, 4.94923], [0.22197, 0.71814, -5.75890], [-3.58938, -4.29209, -2.71155]], "atomic_forces_ev_per_a": [[-0.481, 0.358, -0.285], [-4.243, -0.556, -0.053], [1.568, -0.286, 0.238], [0.636, 0.283, 0.669], [2.548, 0.139, -0.398], [1.353, 0.557, -0.189], [-0.198, -0.911, 1.107], [-0.231, -1.285, 0.509], [-0.478, -0.295, -0.346], [-0.973, 0.137, -0.054], [0.452, -1.740, -0.681], [0.603, -0.470, 0.338], [0.536, 0.607, -0.336], [-0.273, -0.008, 1.071], [0.020, 0.230, 0.196], [0.349, 0.337, -0.764], [0.002, 0.009, -0.022], [0.378, 0.124, -1.178], [-0.323, 1.123, 0.383], [-0.243, -0.038, 0.367], [0.636, 0.434, -0.629], [0.797, 1.907, 1.931], [-0.512, 0.308, -0.479], [-1.243, -1.060, -1.177], [0.382, 0.349, -0.022], [-0.843, -0.122, 0.125], [-0.736, -0.106, -1.118], [-0.199, -0.080, -0.262], [0.417, -0.325, 0.085], [0.696, -0.007, -0.381], [-1.052, -0.949, -0.009], [0.098, -0.034, -0.202], [0.167, -0.317, 0.191], [-0.068, 0.122, -0.030], [0.098, 0.492, -0.232], [0.286, 0.434, 0.025], [-0.528, 0.019, 0.107], [-0.186, 0.098, -0.268], [0.172, -0.368, 0.114], [-0.239, -0.138, 0.250], [0.254, 0.238, 0.115], [0.549, 0.306, -0.159], [0.315, 0.380, 0.295], [-0.231, -0.147, -0.259], [-0.176, -0.242, 0.178], [0.174, 0.034, 0.040], [-0.103, -0.099, -0.091], [-0.180, 0.102, 0.076], [0.278, -0.378, 0.115], [0.190, 0.437, -0.329], [-0.043, -0.124, 0.240], [0.138, -0.409, 0.326], [-0.096, 0.473, 0.148], [-0.219, 0.446, 0.094], [0.047, 0.130, -0.288], [-0.271, 0.170, -0.062], [0.078, 0.286, 0.296], [0.287, 0.116, 0.275], [0.092, -0.080, -0.026], [0.379, 0.061, 0.388], [0.321, -0.123, -0.090], [0.165, 0.003, -0.293], [-0.266, 0.077, 0.057], [-0.694, -0.053, 0.054], [-0.361, -0.313, 0.026], [0.229, -0.261, 0.279]]}



# 2
{"formula": "C23H35N2O6P2", "method": "ωB97M-V with the def2-TZVPD basis set", "charge": 1, "multiplicity": 1, "homo_ev": -10.742, "e_tot_ha": -2140.74779, "gap_ev": 6.86, "species": ["P", "P", "O", "O", "O", "O", "O", "O", "N", "N", "C", "C", "C", "C", "C", "C", "C", "C", "C", "C", "C", "C", "C", "C", "C", "C", "C", "C", "C", "C", "C", "C", "C", "H", "H", "H", "H", "H", "H", "H", "H", "H", "H", "H", "H", "H", "H", "H", "H", "H", "H", "H", "H", "H", "H", "H", "H", "H", "H", "H", "H", "H", "H", "H", "H", "H", "H", "H"], "coordinates": [[-0.61365, -5.13442, -0.43876], [-3.49592, -3.17734, -0.49709], [-1.59240, 0.65408, -0.61592], [0.72566, -5.85831, -0.01322], [-0.53834, -5.07696, -2.04719], [-4.81796, -3.09455, 0.13376], [-1.78472, -5.91912, -0.05030], [-0.39041, -1.09481, -0.54236], [-2.22439, -2.03590, 1.65552], [-1.39740, -0.35244, -1.17670], [-0.62717, 3.45602, -1.23437], [-2.01801, -1.60861, 5.36677], [-0.03912, -2.75673, 2.77946], [-0.38292, -2.46572, -0.95296], [3.31557, 3.26692, -4.68695], [-2.14328, -3.23801, 0.77899], [1.01523, -1.77073, 3.33214], [-1.60440, 5.65197, -1.22245], [0.60259, 4.00500, -1.57170], [-1.79863, -1.14957, 3.91036], [4.55093, 3.37739, -5.31035], [2.45873, 4.35844, -4.64474], [1.30580, -1.94556, 4.80947], [-1.51546, -2.32372, 2.95673], [-0.37247, 6.20168, -1.55122], [2.83975, 5.56165, -5.22230], [1.64544, -0.89155, 5.52561], [4.07352, 5.67133, -5.84863], [0.40893, -3.11676, 1.31587], [0.73075, 5.37826, -1.72851], [-0.69547, -3.39856, 0.25766], [-1.73160, 4.27957, -1.06262], [4.92802, 4.57821, -5.89509], [1.49490, 4.27137, -4.16171], [-1.10766, -0.31324, 3.82770], [0.08576, -3.66905, 3.36213], [1.95602, -1.98197, 2.80182], [-3.33206, -4.24152, -1.40978], [-3.21954, -1.91644, 1.89068], [0.44430, -6.60768, 0.54323], [2.27136, -0.14612, 5.04498], [1.69041, 5.80669, -1.98882], [-0.72860, 2.38511, -1.10527], [1.46379, 3.36261, -1.71272], [-2.77691, -0.74558, 3.61327], [2.17374, 6.41487, -5.18486], [1.09563, -3.95427, 1.41576], [0.78654, -0.73967, 3.08026], [1.29174, -0.76676, 6.54029], [-2.75239, -2.41505, 5.33150], [1.03052, -2.29008, 0.97761], [5.22032, 2.52682, -5.34137], [5.88863, 4.66280, -6.38682], [-1.06155, -2.58700, -1.79553], [3.01993, 2.32835, -4.23327], [-3.25702, -1.98590, -1.22616], [0.63552, -2.70596, -1.25420], [-1.10847, -1.97778, 5.83054], [4.36983, 6.60906, -6.30106], [-2.69260, 3.85105, -0.80435], [-1.37487, -4.66965, -2.32573], [-2.05077, -3.17473, 3.37834], [-1.93356, -1.16073, 1.20735], [-2.43676, -0.77039, 5.91487], [-0.27256, 7.27282, -1.67060], [1.23360, -2.90556, 5.31446], [-2.39871, -4.09185, 1.40882], [-2.46570, 6.29428, -1.09024]], "atomic_forces_ev_per_a": [[-0.442, -1.309, -0.627], [-0.707, 0.628, -0.249], [0.077, -0.837, -0.094], [0.044, 0.532, 0.012], [0.422, 0.917, 0.861], [-0.286, -0.113, 0.730], [-0.818, 0.241, 0.848], [-0.011, -0.085, 0.693], [-0.709, -0.514, 0.135], [-0.463, 0.453, -0.245], [0.071, 0.014, -0.035], [0.071, -0.014, -0.840], [0.515, 0.052, -0.477], [0.245, -0.151, 0.344], [0.007, 0.026, 0.004], [0.831, -0.217, -0.844], [1.470, -1.175, -0.271], [-0.024, 0.021, 0.012], [-0.005, -0.036, 0.051], [-0.738, -0.128, 0.142], [0.013, -0.034, 0.007], [0.001, -0.038, -0.022], [-0.605, 0.152, -0.370], [0.480, 0.642, 1.002], [-0.002, -0.019, -0.007], [-0.002, 0.021, 0.001], [0.268, 0.476, 0.358], [0.009, 0.004, 0.004], [-0.445, 0.139, 0.745], [0.006, 0.044, 0.043], [0.458, 0.061, -1.026], [-0.014, -0.038, 0.016], [0.005, 0.009, 0.004], [-0.009, 0.009, -0.035], [0.215, -0.178, -0.020], [-0.240, -0.022, 0.052], [-0.161, -0.086, -0.179], [0.429, 0.130, 0.198], [0.059, 0.112, -0.035], [0.309, -0.010, -0.184], [-0.978, 0.887, -0.006], [-0.005, -0.017, -0.008], [0.153, 0.428, -0.093], [0.007, 0.025, 0.001], [0.083, 0.083, -0.061], [-0.003, -0.014, -0.011], [-0.085, -0.099, -0.162], [-0.105, 0.073, 0.138], [1.216, -0.349, 0.520], [-0.054, 0.018, 0.304], [-0.204, 0.062, -0.223], [-0.005, 0.009, -0.013], [-0.004, 0.001, 0.011], [0.047, 0.097, -0.079], [0.001, 0.001, -0.015], [0.431, -0.365, -0.079], [-0.049, 0.118, -0.329], [-0.008, 0.103, 0.102], [-0.005, -0.009, 0.000], [0.001, 0.014, -0.011], [0.200, -0.386, -0.481], [-0.218, -0.044, -0.313], [0.357, -0.173, 0.050], [0.097, -0.075, 0.289], [-0.003, -0.009, -0.003], [-1.116, -0.058, -0.199], [-0.087, -0.001, -0.029], [0.010, -0.005, 0.000]]}



# 3
{"formula": "C23H35N3O4S", "method": "ωB97M-V with the def2-TZVPD basis set", "smiles": "CC[C@H](C)NC(=O)[C@H]1CC[C@@H](CNS(=O)(=O)c2ccc3c(c2)C[C@H](C)N3C(C)=O)CC1", "multiplicity": 1, "homo_ev": -8.270, "e_tot_ha": -1760.90472, "gap_ev": 8.87, "species": ["S", "O", "O", "O", "O", "N", "N", "N", "C", "C", "C", "C", "C", "C", "C", "C", "C", "C", "C", "C", "C", "C", "C", "C", "C", "C", "C", "C", "C", "C", "C", "H", "H", "H", "H", "H", "H", "H", "H", "H", "H", "H", "H", "H", "H", "H", "H", "H", "H", "H", "H", "H", "H", "H", "H", "H", "H", "H", "H", "H", "H", "H", "H", "H", "H", "H"], "coordinates": [[3.75864, 1.77837, 1.10659], [-3.03391, 1.24828, 1.70733], [4.08964, 2.14608, 2.45548], [4.48871, 2.36808, 0.02067], [-0.62301, -0.35523, -1.07114], [-1.99608, 2.21854, -0.05044], [3.87528, 0.10582, 0.99868], [-0.98601, -2.30707, -0.01306], [3.42082, -1.39932, -1.98042], [-3.33413, -2.70711, -0.55020], [-2.34997, -2.02574, 0.39920], [1.56551, 2.38914, -0.40498], [-0.68539, 2.11601, 0.41083], [0.20828, 2.44709, -0.61429], [-0.23178, 1.72931, 1.66188], [-2.53539, -2.46273, 1.85483], [2.01301, 1.99566, 0.84694], [1.13980, 1.66726, 1.86416], [-2.36863, 4.35599, -1.18024], [-0.20894, -1.42818, -0.67620], [-4.36894, 1.66931, -0.22157], [4.76101, -0.49173, 0.02480], [1.22328, -1.90983, -0.89536], [-3.79787, -1.88689, 2.48367], [-3.08373, 1.69736, 0.57803], [4.20002, -1.73335, -0.70347], [-0.55564, 2.73872, -1.86649], [-1.99895, 2.88175, -1.35683], [2.01714, -0.88346, -1.69853], [3.36416, -2.64790, 0.20054], [1.94003, -2.14294, 0.43709], [1.50081, -0.67361, -2.63711], [-5.15021, 1.25548, 0.41082], [1.17844, -2.85470, -1.45332], [-1.67194, -2.11327, 2.42542], [4.97564, 0.29399, -0.70289], [2.28468, 2.63156, -1.17104], [3.95941, -0.28273, 1.92404], [5.08640, -2.30074, -1.01365], [1.40678, -2.87823, 1.04542], [-0.92540, 1.46732, 2.44255], [-3.13638, -2.39370, -1.57252], [3.87058, -2.77452, 1.15949], [-4.24376, 1.02871, -1.09258], [-2.70728, 2.39152, -2.02666], [-4.68947, -2.24641, 1.97635], [-3.33875, 4.46811, -0.70261], [-3.23332, -3.78951, -0.49141], [-0.21131, 3.63378, -2.38176], [-0.61574, -3.21048, 0.23486], [3.97600, -0.66005, -2.56007], [-2.40076, 4.85103, -2.14745], [2.06634, 0.04394, -1.12919], [-4.35458, -2.43722, -0.29671], [1.96279, -1.20084, 0.98377], [1.54613, 1.37444, 2.81922], [-2.46530, -0.94055, 0.32926], [-1.62446, 4.84770, -0.55767], [5.70926, -0.76898, 0.50257], [3.34835, -2.30758, -2.58632], [-3.86124, -2.18025, 3.52877], [-3.77285, -0.80179, 2.43003], [-4.66560, 2.66069, -0.55048], [3.30653, -3.63226, -0.27341], [-0.46062, 1.88344, -2.53769], [-2.55616, -3.55556, 1.90447]], "atomic_forces_ev_per_a": [[-0.118, -0.439, 0.292], [0.054, -0.107, 0.237], [-0.286, -0.185, -0.016], [-0.275, -0.174, -0.172], [-0.135, 0.421, -0.208], [0.039, -0.139, 0.012], [0.009, 0.935, 0.224], [-0.215, -0.207, 0.204], [0.011, 0.052, 0.175], [0.128, 0.284, 0.132], [-0.098, -0.099, 0.010], [-0.097, 0.151, 0.021], [0.630, 0.061, 0.088], [-0.133, 0.046, 0.291], [-0.035, -0.078, 0.138], [-0.101, 0.285, -0.095], [0.621, 0.077, -0.014], [-0.002, 0.026, 0.054], [-0.031, -0.255, -0.092], [0.335, -0.606, -0.085], [0.024, -0.098, 0.211], [0.334, -0.268, -0.578], [0.021, 0.467, 0.041], [0.151, -0.120, -0.034], [-0.355, 0.091, -0.218], [0.067, 0.048, -0.034], [-0.019, -0.258, -0.050], [-0.240, 0.483, -0.386], [-0.054, -0.267, -0.189], [0.055, 0.184, -0.015], [-0.027, -0.314, -0.060], [-0.005, 0.104, 0.036], [0.050, 0.023, 0.024], [-0.007, -0.004, 0.006], [0.056, -0.055, -0.013], [0.179, -0.184, -0.035], [0.035, 0.040, -0.173], [-0.022, 0.067, 0.240], [-0.041, 0.063, 0.048], [-0.010, 0.040, 0.039], [0.008, 0.028, 0.026], [-0.015, 0.013, -0.104], [0.050, -0.131, 0.073], [-0.011, -0.010, -0.133], [0.083, 0.009, 0.076], [-0.160, -0.029, -0.015], [-0.092, 0.031, 0.042], [-0.006, -0.132, 0.005], [-0.055, 0.047, -0.031], [0.134, 0.095, -0.010], [0.060, -0.028, -0.090], [0.007, 0.093, -0.099], [-0.097, 0.031, -0.035], [-0.190, -0.023, -0.001], [-0.149, -0.056, 0.021], [-0.049, -0.035, 0.186], [0.017, -0.139, 0.056], [0.092, 0.071, 0.066], [-0.085, 0.081, -0.042], [0.021, -0.010, -0.077], [-0.087, -0.024, 0.099], [-0.072, 0.076, 0.018], [-0.024, 0.084, -0.110], [0.028, -0.057, 0.068], [0.000, -0.003, -0.051], [0.098, -0.072, 0.009]]}